{
  "formula": "C38H49GeHfN5O8Si",
  "method": "ωB97M-V/def2-TZVPD",
  "energy_ha": -4767.94580,
  "homo_energy_ev": -7.51,
  "de_lowest_ev": 0.1135,
  "lumo_energy_ev": 0.612,
  "symbols": ["Hf", "Ge", "Si", "O", "O", "O", "O", "O", "O", "O", "O", "N", "N", "N", "N", "N", "C", "C", "C", "C", "C", "C", "C", "C", "C", "C", "C", "C", "C", "C", "C", "C", "C", "C", "C", "C", "C", "C", "C", "C", "C", "C", "C", "C", "C", "C", "C", "C", "C", "C", "C", "C", "C", "C", "H", "H", "H", "H", "H", "H", "H", "H", "H", "H", "H", "H", "H", "H", "H", "H", "H", "H", "H", "H", "H", "H", "H", "H", "H", "H", "H", "H", "H", "H", "H", "H", "H", "H", "H", "H", "H", "H", "H", "H", "H", "H", "H", "H", "H", "H", "H", "H", "H"],
  "positions_angstrom": [[1.505, -1.154, 0.270], [-3.611, 1.233, 0.636], [5.552, -1.972, -0.235], [-0.090, 0.270, 0.766], [0.572, -0.912, 2.467], [-0.279, -0.907, -1.548], [2.145, -2.862, 1.783], [-1.755, -3.787, -0.255], [2.298, -0.611, -1.544], [-0.175, -2.441, 0.571], [2.406, -1.021, -3.738], [4.018, -1.347, 0.343], [-1.188, -1.156, -3.592], [-0.242, 0.859, -3.001], [1.717, -3.213, -1.012], [2.851, 0.377, 1.268], [4.048, -0.091, 0.786], [-0.354, -0.299, 1.880], [-1.529, 3.260, 1.007], [-1.693, 5.207, 2.404], [1.533, 1.969, 2.640], [-5.908, 0.806, 2.395], [5.666, -3.839, -0.500], [5.092, 1.985, 1.444], [3.906, 2.350, 2.093], [-5.505, 1.252, 1.137], [-7.236, 0.868, 2.789], [1.933, -4.187, 1.274], [-4.125, 0.337, -2.083], [-0.975, 4.428, 1.508], [0.366, -3.692, -1.352], [-4.270, 0.468, -3.456], [6.909, -1.706, 1.058], [2.477, -2.880, -2.231], [-3.851, 1.629, -4.091], [-2.809, 2.852, 1.382], [-7.809, 1.826, 0.666], [6.026, -1.213, -1.887], [0.456, 1.795, -2.147], [5.171, 0.799, 0.788], [-0.643, -3.302, -0.276], [2.802, 1.546, 1.966], [-2.964, 4.815, 2.790], [-6.477, 1.762, 0.281], [2.414, -4.195, -0.160], [-3.179, 2.531, -1.966], [-2.831, -0.410, 1.376], [-8.191, 1.379, 1.922], [-3.519, 3.650, 2.278], [-3.581, 1.367, -1.315], [-0.548, -0.399, -2.645], [2.366, -1.391, -2.585], [-3.302, 2.659, -3.344], [-1.740, -0.280, 2.440], [0.882, -4.463, 1.374], [0.718, 2.069, 1.932], [-4.519, 3.364, 2.577], [0.363, -4.777, -1.502], [-0.288, 1.074, -3.984], [-1.836, 0.645, 3.026], [-4.469, -0.572, -1.601], [0.288, 1.512, -1.109], [-2.483, -1.050, 0.565], [-8.549, 2.223, -0.016], [1.488, -2.656, 2.469], [-2.779, 3.358, -1.395], [0.034, 2.790, -2.300], [-6.197, 2.114, -0.706], [0.053, -3.217, -2.281], [-0.959, 2.656, 0.311], [-5.178, 0.403, 3.090], [7.315, -2.669, 1.370], [7.738, -1.117, 0.661], [1.526, 1.803, -2.347], [-3.529, 5.420, 3.487], [5.212, -1.284, -2.610], [6.081, 0.525, 0.285], [-3.974, 1.738, -5.162], [-1.795, -1.106, 3.149], [-1.649, -1.968, -3.214], [6.730, -3.987, -0.703], [-7.526, 0.518, 3.771], [5.128, -4.282, -1.334], [2.164, -3.486, -3.086], [-3.675, -0.934, 1.829], [3.536, -3.067, -2.053], [1.689, 2.930, 3.127], [-9.228, 1.425, 2.223], [5.949, 2.645, 1.469], [2.319, -5.206, -0.579], [6.543, -1.198, 1.947], [6.891, -1.727, -2.309], [1.236, 1.240, 3.393], [0.018, 4.730, 1.201], [-1.701, -0.677, -4.313], [-4.721, -0.333, -4.030], [5.443, -4.407, 0.404], [-2.989, 3.574, -3.830], [2.540, -4.890, 1.854], [3.837, 3.265, 2.662], [6.277, -0.157, -1.805], [-1.262, 6.119, 2.797], [3.459, -3.924, -0.149]],
  "forces_ev_per_angstrom": [[0.220, -0.466, 0.215], [0.046, 0.102, 0.070], [-0.049, -0.075, 0.090], [-0.120, -0.011, 0.021], [0.013, -0.056, 0.003], [-0.036, 0.028, 0.044], [-0.204, 0.101, -0.075], [0.008, -0.009, -0.122], [-0.158, 0.211, -0.359], [-0.242, -0.212, 0.021], [0.026, -0.041, 0.034], [0.083, 0.008, -0.032], [-0.032, -0.092, -0.066], [-0.001, -0.077, -0.143], [0.050, 0.164, 0.021], [0.179, 0.147, 0.077], [0.089, 0.164, 0.088], [0.001, 0.073, 0.253], [-0.001, -0.015, -0.044], [0.028, 0.026, 0.008], [0.010, 0.033, 0.030], [0.025, -0.006, 0.027], [0.017, 0.080, 0.006], [-0.018, 0.018, 0.024], [-0.046, 0.040, -0.012], [0.026, 0.002, 0.025], [-0.017, -0.005, 0.010], [0.032, -0.103, 0.061], [-0.026, -0.040, 0.033], [0.004, 0.006, 0.007], [-0.127, -0.030, -0.068], [0.029, -0.078, -0.036], [-0.038, -0.016, -0.092], [0.063, -0.040, -0.156], [-0.005, -0.006, -0.043], [-0.009, -0.004, -0.012], [-0.028, -0.007, -0.003], [-0.022, -0.011, 0.043], [-0.032, 0.030, 0.111], [-0.076, -0.080, -0.049], [0.079, 0.043, -0.020], [-0.015, -0.012, -0.046], [-0.016, -0.002, 0.007], [0.022, 0.032, -0.067], [0.026, -0.088, 0.006], [0.007, 0.007, -0.008], [-0.180, -0.124, -0.042], [-0.001, 0.000, -0.004], [-0.001, -0.008, 0.015], [-0.001, -0.018, -0.002], [0.107, -0.034, 0.046], [0.100, 0.005, -0.096], [0.010, 0.032, 0.008], [0.007, 0.170, 0.142], [0.060, -0.006, -0.017], [-0.025, 0.042, -0.016], [-0.047, -0.010, 0.014], [-0.018, 0.056, 0.011], [-0.056, 0.017, 0.077], [-0.014, -0.008, -0.045], [0.009, -0.036, 0.007], [0.027, -0.008, -0.092], [0.042, -0.005, -0.022], [-0.020, 0.011, -0.017], [-0.020, -0.036, 0.048], [0.024, 0.035, 0.034], [0.035, 0.005, -0.006], [0.013, 0.001, -0.002], [0.005, -0.070, 0.078], [0.022, -0.012, 0.006], [0.032, -0.013, 0.007], [0.036, -0.068, 0.012], [0.050, 0.033, -0.016], [0.030, 0.000, 0.014], [-0.021, 0.016, 0.017], [-0.045, -0.028, -0.033], [0.063, -0.021, -0.035], [0.001, -0.001, -0.014], [0.038, 0.026, -0.014], [-0.023, 0.047, -0.012], [0.063, -0.030, -0.018], [-0.008, -0.011, 0.023], [-0.040, 0.009, -0.073], [0.043, 0.045, 0.071], [0.003, -0.010, -0.054], [-0.027, 0.036, -0.038], [-0.019, 0.001, 0.006], [-0.033, 0.006, 0.011], [0.039, 0.028, 0.000], [0.012, 0.055, 0.036], [-0.051, 0.034, 0.059], [0.061, -0.030, -0.016], [0.018, -0.006, -0.005], [0.043, 0.006, -0.010], [-0.060, 0.026, 0.026], [0.005, -0.004, 0.003], [-0.022, -0.045, 0.079], [0.015, 0.026, -0.012], [-0.051, 0.045, -0.058], [0.002, 0.009, 0.002], [0.004, 0.075, -0.003], [0.011, 0.021, 0.010], [-0.015, -0.006, 0.028]],
  "mulliken_charge": [3.16, 2.34, 0.43, 0.07, -0.93, 0.83, -0.50, -0.75, -0.90, -0.58, -0.74, 0.19, -0.31, 0.13, 0.17, -0.37, 1.21, 0.88, 0.06, -0.72, -0.74, -0.25, -1.61, -1.03, -0.97, -0.22, -0.73, -0.75, -0.12, -0.94, -0.95, -1.02, -1.34, -0.13, -0.33, -0.57, -0.72, -1.11, -0.24, -1.17, 0.36, 0.76, -0.69, -0.45, 0.49, -0.27, -1.35, -0.50, -0.52, -0.12, -0.86, 0.42, -0.77, -1.43, 0.30, -0.39, 0.44, 0.55, 0.24, 0.33, 0.47, -0.41, 0.08, 0.40, 0.39, 0.50, 0.56, 0.32, 0.37, 0.77, 0.29, 0.48, 0.34, 0.28, 0.42, 0.30, 0.34, 0.38, 0.65, 0.26, 0.46, 0.41, 0.41, 0.58, 0.76, -0.46, 0.53, 0.39, 0.43, 0.44, 0.37, 0.42, 0.20, 0.49, 0.23, 0.40, 0.39, 0.42, 0.63, 0.39, 0.35, 0.38, -1.05]
}